Record 1
14
Properties=species:S:1:pos:R:3:forces:R:3 method="wB97M-V/def2-TZVPD" e_lumo_ev=0.81 orbital_gap_ev=9.678 total_charge=0
C -0.3604 -1.4020 -1.5350 -0.113 0.045 0.067
C -1.0957 -0.2986 -1.3579 0.029 -0.111 -0.064
C -0.8432 0.8751 -0.5048 0.168 0.074 0.117
C 0.0475 1.0279 0.4838 -0.197 0.061 -0.148
C 0.8953 -0.0388 1.1172 -0.471 -0.196 -0.211
O 1.9077 0.4359 1.9739 -0.084 0.286 0.230
H -0.7063 -2.1779 -2.2125 0.042 0.150 0.055
H 0.5892 -1.5974 -1.0451 -0.259 0.103 -0.097
H -2.0175 -0.2209 -1.9380 0.172 -0.068 0.114
H -1.5135 1.7141 -0.6890 0.210 -0.086 -0.065
H 0.0432 1.9753 1.0235 0.061 -0.035 -0.126
H 1.4163 -0.6778 0.4033 -0.190 0.144 0.094
H 0.1303 -0.6351 1.6527 0.543 -0.312 0.044
H 1.5070 1.0201 2.6278 0.089 -0.055 -0.009


Record 2
14
Properties=species:S:1:pos:R:3:forces:R:3 method="wB97M-V/def2-TZVPD" e_lumo_ev="1.06 / 0.13" orbital_gap_ev="9.082 / 5.971" total_charge=0
C -0.4368 -0.0300 1.7274 0.248 -0.819 0.040
C 0.5481 0.1494 0.5541 -0.621 0.809 0.066
C 0.4305 -0.9491 -0.4540 1.092 -0.807 0.497
C 0.0461 -0.4506 -1.7600 -0.850 1.662 -1.142
O -0.4530 0.9200 -1.4810 -0.689 -1.850 -3.425
C -0.1009 1.1817 -0.2817 0.817 2.842 3.074
H -0.0939 -0.7878 2.4252 0.148 -0.096 0.376
H -0.6410 0.9084 2.2744 -0.006 -0.450 -0.419
H 1.5608 0.4713 0.9119 -0.413 -0.595 -0.219
H -1.3115 -0.4564 1.2188 -0.251 0.461 0.642
H 0.6665 -1.9815 -0.2490 -0.025 -0.066 -0.090
H -0.7713 -0.9624 -2.2843 0.185 -0.164 0.252
H 0.8061 -0.2028 -2.5247 0.251 -0.704 0.345
H -0.3605 2.1817 0.0623 0.113 -0.223 0.002


Listing max |F| for the structures above in their given order: 0.63; 4.27 eV Å⁻¹.
Listing energy above the lowest of the compared OMol25 structures with the same formula, charge and spin for the structures above in their given order: 179.8; 425.4 kJ/mol.
Listing calculated total energy for the structures above in their given order: -7360.392; -7357.846 eV.